Density functional theory data (ωB97M-V with the def2-TZVPD basis set) for an isolated molecule of C19H29N3O5S.

SMILES string = CCN1CCN(C(=O)COc2ccc(S(=O)(=O)N3CCOCC3)cc2C)CC1
Highest occupied orbital energy = -8.9 eV
ΔE to the lowest compared entry with this formula, charge and spin = 49.8 kcal per mole

Atoms and positions in Å:
C1 -4.27636 -3.90867 -0.29368
H1 -4.16901 -3.93059 -1.37446
H2 -4.05867 -4.90302 0.08684
H3 -5.30416 -3.65513 -0.04864
C2 -3.33064 -2.89971 0.34736
N1 -3.74444 -1.52835 0.09220
C3 -3.09422 -0.58919 0.98674
C4 -3.68414 0.80853 0.77915
N2 -3.51007 1.21007 -0.59599
C5 -2.76771 2.21811 -1.07893
O1 -2.70225 2.47706 -2.26856
C6 -2.00070 3.09607 -0.07731
O2 -1.25536 2.40851 0.90628
C7 -0.28809 1.53364 0.51865
C8 0.07154 1.28781 -0.80283
C9 1.05091 0.34949 -1.08739
C10 1.66200 -0.33181 -0.05681
C11 1.32322 -0.08294 1.26149
C12 0.34769 0.84614 1.57116
C13 -0.05461 1.12771 2.98444
H4 -1.08916 0.82825 3.14745
H5 0.58252 0.58808 3.67875
H6 0.01116 2.19512 3.18704
H7 1.81716 -0.64745 2.03688
S1 2.97750 -1.48637 -0.41476
O3 2.81137 -1.99465 -1.74338
O4 3.10186 -2.40827 0.67526
N3 4.36497 -0.55659 -0.42065
C14 4.47880 0.40133 -1.49534
H8 4.20334 -0.10810 -2.41806
C15 5.92835 0.89089 -1.54485
H9 6.04430 1.68591 -2.28290
O5 6.31688 1.44187 -0.30731
C16 6.20152 0.49535 0.72993
H10 6.51569 1.00323 1.64305
C17 4.76107 -0.00780 0.85490
H11 4.68578 -0.80690 1.59158
H12 4.10596 0.82957 1.14549
H13 6.86462 -0.35908 0.53316
H14 6.58423 0.04692 -1.80154
H15 3.80913 1.26104 -1.33073
H16 1.32717 0.12520 -2.10495
H17 -0.40617 1.80885 -1.61589
H18 -2.71088 3.71265 0.48250
H19 -1.35537 3.75830 -0.66751
C18 -4.12131 0.26685 -1.51073
C19 -3.52251 -1.11969 -1.28426
H20 -4.01517 -1.82833 -1.94917
H21 -2.44422 -1.09703 -1.52894
H22 -3.93637 0.61035 -2.52890
H23 -5.19832 0.23622 -1.32040
H24 -3.21996 1.51889 1.45907
H25 -4.76051 0.76539 0.98282
H26 -3.27706 -0.90320 2.01718
H27 -2.00160 -0.55630 0.81990
H28 -3.35277 -3.04435 1.43070
H29 -2.29690 -3.07987 0.00490